# C3H6N2O

An isolated molecule of C3H6N2O (ωB97M-V with the def2-TZVPD basis set, OMol25).

Positions of all 12 atoms, in Å:
C 1.63530 0.05624 -1.00389
C 0.39800 0.32082 -0.19804
O -0.33421 -0.81467 -0.03810
N -0.01518 1.40625 0.30847
C -1.38154 -0.70307 0.84814
N -2.51850 -1.10100 0.49761
H 1.39383 -0.56583 -1.87015
H 2.07438 0.99855 -1.33944
H 2.36602 -0.48474 -0.39299
H 0.62272 2.16820 0.09833
H -1.07892 -0.28339 1.80971
H -3.16188 -0.99737 1.28035

Values from the calculation:
- total charge = 0
- HOMO (eV) = -10.4
- E_LUMO (eV) = 0.9
- orbital gap (Ha) = 0.4160
- ΔE to the lowest compared entry with this formula, charge and spin (kJ/mol) = 125.1
- SMILES = [H]/N=C/O/C(C)=N/[H]

Table of natural (NBO) atomic charges, one value per atom, all in e: -0.691 0.576 -0.510 -0.710 0.399 -0.628 0.243 0.223 0.239 0.352 0.162 0.346